C5H14N2 | the ωB97M-V functional and the def2-TZVPD basis

Values from the calculation:
Electronic energy in eV: -8390.113
Energy relative to the best compared isomer or geometry (same formula, charge and spin) in kJ/mol: 241.76
2S+1: 1
Molecular weight in g/mol: 102.18
Orbital gap in Ha: 0.356
SMILES: CNCCCCN

Last column: natural (NBO) charge in e.
Positions of all 21 atoms, in Å:
1 H 2.906 0.121 -2.355  0.213
2 H 2.293 1.554 -1.427  0.171
3 H -2.729 -0.767 -0.715  0.195
4 H 2.211 -0.871 -0.031  0.371
5 C -1.865 -0.205 -0.300  -0.220
6 H -2.930 1.383 0.269  0.359
7 H -1.919 1.059 1.622  0.374
8 H -0.416 -0.211 2.185  0.201
9 N -2.456 0.691 0.815  -0.888
10 H 0.908 -1.341 1.693  0.191
11 C 1.028 0.496 0.503  -0.245
12 H 0.357 1.390 0.374  0.210
13 C 2.036 0.499 -1.700  -0.421
14 H -0.480 -1.737 -0.669  0.223
15 H -1.435 -1.926 0.899  0.199
16 C 0.162 -0.564 1.291  -0.399
17 H 1.769 0.934 1.272  0.163
18 H 1.142 0.803 -2.321  0.190
19 N 1.625 -0.295 -0.539  -0.652
20 C -0.892 -1.271 0.290  -0.406
21 H -1.315 0.256 -1.156  0.170